(1)
C6H13N3 | ωB97M-V with the def2-TZVPD basis set

Atoms and positions in Å:
C: 1.0743 2.3774 -1.6422
C: -0.4695 2.1064 -1.6848
C: 1.3800 1.7282 -0.2818
C: 0.2755 -2.8649 0.8822
C: -1.5682 -1.0976 1.3241
C: -0.3537 -1.5609 0.4792
N: -0.7164 0.8024 -1.0858
N: 0.6300 -0.4634 0.5921
N: 0.4978 0.5342 -0.1652
H: 1.7042 1.8567 -2.4830
H: 1.4096 3.3287 -1.5731
H: -0.9158 2.8111 -1.0026
H: -0.7685 2.2128 -2.7481
H: 2.3235 1.3043 -0.0775
H: 1.0398 2.3559 0.6180
H: -0.5574 -3.7088 0.7112
H: 1.1697 -3.2718 0.3224
H: 0.6596 -2.7358 1.9756
H: -1.2293 -1.1660 2.4717
H: -2.2517 -1.9310 1.1796
H: -1.9433 -0.0107 1.0254
H: -0.7791 -1.4279 -0.5303

Cartesian forces (eV/Å) of the 6 atoms listed first:
C 0.140 -4.752 0.122
C 2.003 -0.163 -0.269
C -1.201 -0.202 1.821
C -0.383 -2.057 0.866
C 1.072 0.383 2.211
C -0.507 3.070 -0.938

- frontier orbital gap (spin up / spin down) (eV) = 8.549 / 8.547
- HOMO energy (spin up / spin down) (eV) = -7.7 / -7.7
- 2S+1 = 1
- energy above the lowest of the compared OMol25 structures with the same formula, charge and spin (kcal per mole) = 111.8



(2)
C23H41O6S | ωB97M-V with the def2-TZVPD basis set

Atoms and positions in Å:
C: -7.5681 -0.9681 -1.3372
C: -7.1169 -0.5433 0.0545
C: -5.7615 0.1524 0.0458
C: -5.3043 0.6112 1.4264
C: -3.9395 1.2851 1.3760
C: -3.4099 1.7420 2.7325
C: -2.0136 2.3686 2.6639
C: -0.9923 1.3885 2.0981
S: 0.6802 2.0287 1.9945
C: 1.4071 0.5943 1.1769
C: 1.9300 0.9467 -0.2032
C: 0.8421 1.4711 -1.1069
C: 2.5948 -0.3249 -0.8598
C: 3.6632 -0.8889 -0.0414
C: 5.0565 -0.5345 -0.2204
C: 3.3505 -1.8771 0.9963
O: 4.1465 -2.3826 1.7928
O: 2.0332 -2.1870 1.0630
C: 1.7878 -3.0423 2.1684
C: 3.0101 2.0239 -0.1024
O: 3.3277 2.7554 -1.0254
O: 3.6079 2.1059 1.1038
C: 4.5757 3.1570 1.1262
H: -8.5446 -1.4541 -1.2830
H: -7.6569 -0.1048 -2.0039
H: -6.8631 -1.6761 -1.7837
H: -7.8592 0.1342 0.4916
H: -7.0578 -1.4229 0.7058
H: -5.0121 -0.5356 -0.3705
H: -5.8067 1.0225 -0.6239
H: -6.0434 1.3092 1.8434
H: -5.2516 -0.2569 2.0986
H: -3.2259 0.5814 0.9273
H: -3.9898 2.1532 0.7020
H: -4.1014 2.4765 3.1627
H: -3.3795 0.8801 3.4128
H: -2.0352 3.2640 2.0323
H: -1.7038 2.6618 3.6721
H: -0.9707 0.4803 2.7177
H: -1.2759 1.1055 1.0749
H: 2.2249 0.2843 1.8422
H: 0.6655 -0.2125 1.1242
H: 0.0324 0.7346 -1.2263
H: 0.4076 2.3858 -0.6820
H: 1.2638 1.7017 -2.0931
H: 1.7997 -1.0661 -1.0347
H: 3.0067 0.0189 -1.8227
H: 5.6266 -1.0337 0.5709
H: 5.4560 -0.8351 -1.2023
H: 5.2095 0.5560 -0.1393
H: 0.7207 -3.2538 2.1363
H: 2.3760 -3.9584 2.0572
H: 2.0628 -2.5575 3.1140
H: 5.0620 3.0836 2.0985
H: 5.2961 3.0335 0.3081
H: 4.0683 4.1220 1.0121
C: 5.0981 -1.9195 6.3530
C: 3.6504 -2.2154 6.5569
C: 2.9583 -3.0716 5.7880
C: 2.9858 -1.4810 7.6963
O: 3.5587 -0.6968 8.4425
O: 1.6828 -1.7657 7.8225
C: 1.1282 -1.0309 8.9092
H: 5.4114 -1.1886 7.0979
H: 5.7135 -2.8209 6.4562
H: 5.2850 -1.5193 5.3494
H: 1.9113 -3.2882 5.9753
H: 3.4573 -3.5951 4.9737
H: 0.0789 -1.3152 8.9522
H: 1.6424 -1.2829 9.8445
H: 1.2359 0.0468 8.7368

Cartesian forces (eV/Å) of the 6 atoms listed first:
C -0.115 -0.045 0.068
C 0.112 0.062 -0.015
C -0.015 -0.006 0.012
C 0.044 0.024 0.001
C 0.108 0.059 -0.082
C -0.016 0.002 -0.025

- frontier orbital gap (spin up / spin down) (eV) = 8.768 / 7.596
- HOMO energy (spin up / spin down) (eV) = -8.3 / -8.5
- 2S+1 = 2
- energy above the lowest of the compared OMol25 structures with the same formula, charge and spin (kcal per mole) = 0.0



(3)
C6H14N2O2 | ωB97M-V with the def2-TZVPD basis set

Atoms and positions in Å:
C: -1.2031 1.9925 0.5480
N: -0.1681 1.8349 1.5368
C: 0.9275 1.0532 1.3049
C: 1.8807 0.7812 2.4610
O: 1.0913 0.5417 0.2027
H: -1.8095 2.8676 0.7956
H: -0.8844 2.0882 -0.4773
H: -1.9756 1.2156 0.4690
H: -0.5489 1.9545 2.4606
H: 1.9416 -0.2864 2.5469
H: 2.7880 1.3169 2.2251
H: 1.5863 1.1977 3.4122
C: -1.3162 -0.1830 -2.4596
N: -0.1613 -0.9284 -1.9565
C: -0.4400 -1.9440 -1.0575
C: 0.8422 -2.5430 -0.5699
O: -1.5550 -2.3767 -0.8537
H: -2.1682 -0.5067 -1.8499
H: -1.2573 0.8434 -2.1499
H: -1.5428 -0.3249 -3.5338
H: 0.6488 -0.3452 -1.8369
H: 1.2892 -1.9036 0.2257
H: 0.6170 -3.4753 -0.0042
H: 1.4177 -2.8701 -1.4394

Cartesian forces (eV/Å) of the 6 atoms listed first:
C -1.530 0.308 -0.535
N -0.334 -0.158 -0.101
C -0.763 -0.556 -0.089
C -0.794 0.980 -0.471
O 0.435 0.525 0.525
H 0.370 0.222 -0.008

- frontier orbital gap (eV) = 9.909
- HOMO energy (eV) = -9.2
- 2S+1 = 1
- energy above the lowest of the compared OMol25 structures with the same formula, charge and spin (kcal per mole) = 24.8



(4)
C5H38N2O14 | ωB97M-V with the def2-TZVPD basis set

Atoms and positions in Å:
C: -0.4639 -0.4195 -0.0539
N: -0.4691 1.0905 -0.1809
C: -1.3974 1.7057 -1.1176
C: -2.3009 2.7316 -0.4692
O: -2.0298 3.2455 0.6038
C: -0.6286 -0.7990 1.3903
N: 0.5475 -0.3772 2.1745
C: 0.7375 -1.2097 3.3779
H: -1.3179 -0.7836 -0.6235
H: 0.4558 -0.8047 -0.4721
H: -0.4301 1.6585 0.6995
H: -2.0466 0.9783 -1.8452
H: -0.6755 2.3545 -1.8165
H: -3.2558 2.8735 -0.9040
H: -1.5610 -0.2729 1.8194
H: -0.8827 -1.9044 1.4972
H: 0.5296 0.6695 2.3991
H: -0.0840 -1.2757 4.1427
H: 1.0019 -2.3041 3.1540
H: 1.5270 -0.7159 4.0103
H: -1.5487 1.5710 3.2568
H: -3.0709 1.5074 3.3550
O: -2.3310 0.9549 3.4421
H: -3.1646 -2.5563 -0.8058
H: -1.7138 -2.9808 -0.3082
O: -2.5103 -2.3892 -0.1594
H: 1.7394 1.2793 -0.8809
H: 2.6473 1.8977 -1.9092
O: 2.4059 1.0259 -1.5948
H: 0.6178 -3.1929 -1.1652
H: -0.4685 -3.2016 -2.3039
O: -0.3239 -3.3808 -1.3281
H: -3.4941 1.0231 0.9319
H: -3.1689 -0.2239 0.1429
O: -3.5834 0.6835 0.0946
H: 4.5343 1.2655 0.8810
H: 3.4506 0.3976 1.1501
O: 3.7380 1.2107 1.4890
H: 2.5381 2.8174 1.1291
H: 1.7405 3.9794 0.6807
O: 1.8068 3.0643 0.6822
H: 2.8784 -1.9516 -3.1077
H: 3.0332 -0.4748 -3.0583
O: 2.9779 -1.1657 -3.7042
H: 2.8681 -3.5376 -0.7127
H: 2.3476 -2.2493 -0.4641
O: 2.2884 -2.9201 -1.2071
H: 0.3701 2.9551 2.3304
H: -1.1916 3.1704 1.9431
O: -0.5748 2.8605 2.6796
H: 0.1421 -1.2432 -4.1462
H: 0.2987 -0.2200 -2.8863
O: -0.1998 -1.0081 -3.3156
H: 1.7785 -0.7775 1.0965
H: 2.4775 -0.1055 -0.0942
O: 2.4993 -0.8910 0.3775
H: -2.5144 -0.5565 -3.3769
H: -3.2910 -2.0076 -3.2959
O: -3.2848 -1.0708 -3.6236

Cartesian forces (eV/Å) of the 6 atoms listed first:
C -0.951 1.973 -0.087
N 0.234 -0.333 0.472
C 1.086 0.462 -2.645
C 1.047 -1.450 1.179
O -0.524 0.348 -0.999
C -2.018 0.057 0.909

- frontier orbital gap (eV) = 8.833
- HOMO energy (eV) = -8.9
- 2S+1 = 1
- energy above the lowest of the compared OMol25 structures with the same formula, charge and spin (kcal per mole) = 138.3



(5)
H2P2S4 | ωB97M-V with the def2-TZVPD basis set

Atoms and positions in Å:
P: 1.1645 -2.8950 -1.3679
P: 0.1666 -0.2482 -0.0860
S: 1.2286 1.1368 0.6050
S: 0.8117 -2.3179 0.6370
S: 1.0359 -1.1361 -2.2089
S: -1.9541 2.2842 0.9906
H: -1.7525 0.9599 0.8942
H: -0.7007 2.2165 0.5361

Cartesian forces (eV/Å) of the 6 atoms listed first:
P -0.496 0.439 1.735
P -0.632 -1.247 -0.733
S 1.365 0.248 0.346
S 0.512 -0.341 -1.249
S 0.164 0.347 -0.290
S -0.167 -0.343 -0.093

- frontier orbital gap (eV) = 6.564
- HOMO energy (eV) = -8.7
- 2S+1 = 1
- energy above the lowest of the compared OMol25 structures with the same formula, charge and spin (kcal per mole) = 34.1



no.,total energy (Ha),maximum force (Eh/bohr)
1,-400.514913,0.119
2,-1750.571905,0.031
3,-497.017963,0.049
4,-1376.091918,0.098
5,-2276.659539,0.036